13
Properties=species:S:1:pos:R:3:forces:R:3:mulliken_charge:R:1 method="wB97M-V/def2-TZVPD" total_energy_ev=-7795.625 lumo_ha=0.0410 homo_energy_ev=-9.696 gap_ev=10.8114 relative_energy_ev=4.020 smiles="C=CCN1CO1" spin_multiplicity=1
C 0.3037 -0.6402 -1.7543 -0.120 0.099 0.050 -0.690
C -0.5177 0.2077 -1.1422 0.136 -0.096 -0.110 -0.038
C -1.0169 -0.0097 0.2579 -0.071 -0.117 -0.038 -0.606
N -0.3368 0.9558 1.1386 -0.063 0.056 -0.202 -0.287
C 0.9624 0.5266 1.5090 0.265 0.008 -0.099 0.000
O -0.0659 0.3191 2.4309 -0.052 -0.060 0.253 -0.369
H 0.6971 -0.4426 -2.7472 -0.101 -0.027 0.114 0.263
H 0.6118 -1.5698 -1.2775 -0.058 0.142 -0.073 0.238
H -0.8137 1.1343 -1.6309 0.054 -0.118 0.050 0.303
H -2.0935 0.1752 0.3393 0.168 -0.022 -0.027 0.299
H -0.8163 -1.0376 0.5884 0.033 0.132 -0.033 0.407
H 1.3751 -0.3675 1.0362 -0.095 0.090 0.090 0.227
H 1.6831 1.3086 1.7428 -0.095 -0.087 0.026 0.252